# 1
{"formula": "C4H9NO3", "method": "the ωB97M-V functional and the def2-TZVPD basis", "relative_energy_kcal_mol": 94.8, "e_homo_ev": -8.8, "e_tot_ha": -438.17802, "max_force_ev_per_a": 2.11, "orbital_gap_ev": 9.143, "total_charge": 0, "symbols": ["C", "O", "C", "H", "C", "N", "H", "H", "H", "C", "H", "O", "H", "H", "O", "H", "H"], "xyz": [[-0.41, 0.21, -0.24], [0.18, 1.30, -0.47], [-2.59, -0.93, -0.11], [3.60, 0.17, 0.85], [2.00, -0.09, -0.46], [-1.74, 0.22, 0.05], [-2.04, -1.81, 0.21], [2.21, -1.06, -0.90], [-1.69, 2.05, -0.45], [2.50, 0.13, 0.92], [-3.48, -0.79, 0.52], [-2.42, 1.42, -0.31], [2.22, -0.67, 1.58], [2.16, 0.71, -1.17], [0.24, -0.89, -0.19], [-2.91, -1.05, -1.14], [2.16, 1.09, 1.31]]}

---

# 2
{"formula": "C4H5NOS", "method": "the ωB97M-V functional and the def2-TZVPD basis", "relative_energy_kcal_mol": 19.5, "e_homo_ev": -8.8, "e_tot_ha": -683.57691, "max_force_ev_per_a": 4.63, "orbital_gap_ev": 9.396, "smiles": "C=C1NC(=O)CS1", "total_charge": 0, "symbols": ["C", "C", "H", "C", "H", "H", "S", "C", "N", "O", "H", "H"], "xyz": [[1.39, -0.04, -0.11], [-2.07, -0.88, 0.03], [1.64, 2.01, -0.71], [1.05, 1.45, 0.09], [0.41, -1.88, -0.13], [1.54, 1.58, 1.11], [-0.75, 1.66, -0.19], [-0.92, -0.19, -0.04], [0.27, -0.91, -0.34], [2.52, -0.39, -0.05], [-3.04, -0.43, 0.38], [-2.04, -1.97, -0.03]]}

---

# 3
{"formula": "C23H12ClN4O8W", "method": "the ωB97M-V functional and the def2-TZVPD basis", "relative_energy_kcal_mol": 21.7, "e_homo_ev": -17.8, "e_tot_ha": -2230.70512, "max_force_ev_per_a": 0.73, "orbital_gap_ev": 5.202, "total_charge": 3, "symbols": ["W", "H", "H", "O", "C", "C", "C", "Cl", "O", "N", "H", "C", "C", "O", "H", "C", "C", "C", "H", "H", "O", "H", "C", "H", "C", "C", "H", "C", "C", "C", "C", "C", "H", "O", "C", "N", "N", "C", "C", "O", "C", "O", "N", "C", "C", "H", "O", "C", "H"], "xyz": [[-0.26, 0.12, 0.58], [-4.10, 3.10, -0.69], [2.19, -4.08, 0.10], [-0.53, 0.08, -1.26], [-0.27, 3.13, -0.21], [-3.07, 0.96, 0.89], [-0.11, -0.22, 3.61], [1.94, -1.81, -6.20], [-4.18, 0.74, 1.18], [0.29, -0.73, 2.41], [2.31, -2.47, -1.12], [1.09, -1.24, -2.34], [0.09, -0.46, -4.80], [-2.07, -0.11, 0.86], [-0.31, -0.17, -5.76], [-3.03, 3.12, -0.49], [1.72, -1.68, -3.53], [1.26, -2.63, 3.57], [-0.64, 0.72, 3.60], [2.17, -4.43, 4.35], [-4.07, 5.01, -2.09], [-0.18, -0.42, 5.72], [-0.82, 4.03, -1.09], [-0.24, 4.66, -1.76], [-0.01, -0.37, -2.43], [0.97, -1.92, 2.40], [1.05, -2.59, 5.72], [1.94, -3.87, 3.46], [-0.54, 0.01, -3.64], [-2.22, 4.04, -1.15], [0.84, -2.08, 4.79], [0.16, -0.87, 4.80], [-1.40, 0.65, -3.69], [2.00, 3.42, -0.59], [1.95, -3.64, 1.05], [-2.86, 5.00, -2.09], [0.91, -1.56, 0.08], [1.22, -1.29, -4.75], [1.33, -2.41, 1.16], [-2.11, 5.68, -2.73], [-1.07, 2.35, 0.62], [-0.46, 1.66, 1.66], [1.13, 2.70, -0.27], [1.48, -1.77, -1.11], [2.27, -4.36, 2.22], [2.76, -5.31, 2.12], [1.34, 1.44, -0.05], [-2.43, 2.22, 0.39], [2.57, -2.35, -3.48]]}

---

# 4
{"formula": "C49H49GeN6O2PtS3", "method": "the ωB97M-V functional and the def2-TZVPD basis", "relative_energy_kcal_mol": 0.0, "multiplicity": 2, "e_homo_ev": [-7.7, -7.8], "e_tot_ha": -5766.36783, "s2": 0.893, "max_force_ev_per_a": 0.74, "orbital_gap_ev": [6.884, 6.641], "total_charge": 0, "symbols": ["C", "C", "H", "H", "C", "H", "H", "C", "C", "C", "H", "N", "H", "H", "C", "H", "H", "H", "C", "C", "H", "H", "C", "C", "C", "C", "C", "C", "H", "C", "H", "C", "C", "C", "H", "H", "H", "H", "C", "S", "H", "H", "C", "H", "N", "H", "H", "C", "C", "H", "C", "C", "C", "C", "H", "C", "H", "H", "H", "H", "H", "N", "C", "H", "H", "H", "H", "H", "H", "C", "N", "C", "H", "S", "C", "H", "C", "H", "C", "H", "H", "H", "C", "C", "C", "Ge", "C", "C", "Pt", "H", "C", "H", "C", "O", "H", "C", "C", "N", "H", "S", "C", "O", "C", "C", "C", "C", "C", "H", "N", "H", "H"], "xyz": [[1.32, 0.48, 4.21], [1.76, -1.14, 5.93], [-1.08, 2.28, -4.62], [2.76, -1.87, -5.58], [1.32, 1.29, -3.90], [-1.27, 1.79, -2.94], [-0.54, -4.70, -0.21], [3.28, -4.72, 0.31], [-3.14, -1.32, -0.11], [-0.11, 2.54, 1.86], [1.94, -2.56, 2.88], [-2.27, -0.76, 0.78], [3.06, -2.69, 0.92], [1.08, 1.50, 3.93], [2.72, 0.26, -5.58], [0.80, 3.99, -1.78], [2.38, 2.36, -5.39], [4.85, -0.41, -2.33], [-3.06, 4.07, -0.59], [0.94, 4.70, 1.96], [-1.12, 4.34, 2.44], [3.15, 2.34, 0.96], [-0.18, 3.90, 2.12], [2.20, 2.77, 1.28], [1.26, -5.87, -0.32], [5.72, -0.61, -0.37], [2.13, 4.13, 1.53], [1.17, -3.56, 0.37], [2.58, -0.07, -1.49], [-3.37, -1.83, -2.33], [-2.26, 1.87, 3.47], [1.19, 3.00, -2.06], [-3.69, 1.76, -0.40], [4.18, -0.41, 1.47], [1.60, -3.17, -4.48], [-0.99, 1.93, 1.97], [3.39, -2.72, -2.86], [2.28, 3.07, -2.04], [0.70, 2.59, -3.44], [-4.53, 3.25, -0.32], [2.19, -2.37, -1.62], [-7.07, 1.37, 2.52], [3.38, -0.23, -0.78], [3.21, -6.77, -0.34], [-2.41, 1.85, -0.61], [3.02, 4.75, 1.40], [-1.27, 3.51, -3.36], [-0.06, -2.96, -3.19], [-5.14, 0.44, 2.46], [-0.14, -4.04, -3.06], [-4.17, 2.85, 3.44], [1.08, 1.96, 1.45], [1.94, -2.11, 4.96], [-3.77, 0.59, 2.69], [-5.36, -2.36, -2.98], [4.67, -0.41, -1.26], [4.35, -4.73, 0.46], [-2.90, -1.92, -3.30], [1.85, -1.39, 6.98], [-5.51, -0.51, 2.11], [-3.79, 3.77, 3.85], [-2.58, -1.50, -1.32], [1.45, 0.16, 5.55], [1.31, 0.93, 6.30], [2.33, -4.01, -2.27], [-6.01, 4.67, 3.55], [-0.35, -2.50, -2.25], [0.76, -6.76, -0.67], [0.90, 2.28, -1.29], [0.53, -4.71, -0.07], [-4.44, -1.51, 0.15], [1.57, -1.15, -3.98], [-4.24, 0.84, -0.27], [-2.63, -0.72, 2.39], [-6.00, 1.49, 2.69], [0.89, 5.76, 2.16], [-0.82, 2.54, -3.59], [2.18, -3.12, 5.24], [-3.30, 1.79, 3.22], [6.73, -0.76, -0.74], [3.38, 0.36, -6.44], [-0.77, -2.66, -3.96], [1.36, -2.59, -3.58], [2.55, -3.57, 0.57], [-5.53, 2.72, 3.17], [1.31, 0.01, 1.32], [-5.20, -1.90, -0.86], [2.38, -2.95, -2.52], [-0.51, -0.50, -0.50], [-1.02, 3.42, -0.85], [2.64, -5.87, -0.14], [-7.29, 3.74, 2.97], [1.80, -1.78, 3.62], [-3.25, -1.94, 2.78], [-6.25, -2.07, -0.63], [2.38, -0.98, -5.09], [2.17, 1.38, -4.98], [0.32, 0.03, -2.15], [-3.00, 5.14, -0.62], [0.09, -2.25, 0.90], [1.06, 0.01, -3.28], [-1.39, -0.29, 2.99], [5.47, -0.60, 0.99], [-4.72, -2.06, -2.16], [3.11, -0.24, 0.58], [1.49, -0.49, 3.22], [-2.06, 3.17, -0.71], [6.28, -0.73, 1.69], [-6.40, 3.76, 3.42], [4.01, -0.41, 2.54], [1.05, 3.34, -4.14]]}

---

# 5
{"formula": "CH2N2OS", "method": "the ωB97M-V functional and the def2-TZVPD basis", "relative_energy_kcal_mol": 47.0, "e_homo_ev": -9.6, "e_tot_ha": -622.10275, "max_force_ev_per_a": 4.83, "orbital_gap_ev": 8.043, "total_charge": 0, "symbols": ["C", "H", "H", "O", "N", "N", "S"], "xyz": [[-1.33, 1.21, -0.31], [2.77, -0.42, -0.17], [-1.70, 0.05, -1.31], [-2.34, 1.73, -0.06], [1.78, -0.22, -0.23], [-0.03, 1.64, 0.07], [1.47, 1.29, -0.02]]}

---

# 6
{"formula": "CH5NO2Si", "method": "the ωB97M-V functional and the def2-TZVPD basis", "relative_energy_kcal_mol": 53.7, "e_homo_ev": -9.1, "e_tot_ha": -535.68087, "max_force_ev_per_a": 3.80, "orbital_gap_ev": 8.817, "total_charge": 0, "symbols": ["H", "Si", "C", "H", "N", "H", "H", "O", "H", "O"], "xyz": [[-0.26, 1.30, -0.04], [-0.54, 0.02, 0.55], [-0.07, -1.19, -0.71], [-0.81, -1.86, -0.97], [-2.86, 0.41, 0.07], [0.81, -1.80, -0.44], [0.28, -0.74, -1.62], [-3.05, 1.15, -0.87], [-0.24, -0.48, 1.91], [-3.59, -0.45, 0.61]]}

---

# 7
{"formula": "C32H32F2NO4Pt", "method": "the ωB97M-V functional and the def2-TZVPD basis", "relative_energy_kcal_mol": 0.0, "e_homo_ev": [-4.9, -4.9], "e_tot_ha": -1913.36902, "max_force_ev_per_a": 1.56, "orbital_gap_ev": [7.478, 7.478], "total_charge": -1, "symbols": ["H", "C", "C", "C", "C", "H", "C", "O", "N", "C", "C", "C", "H", "C", "F", "H", "H", "H", "H", "C", "H", "C", "C", "C", "O", "H", "C", "F", "H", "C", "H", "H", "H", "H", "H", "O", "C", "C", "H", "C", "H", "C", "C", "H", "H", "H", "C", "C", "H", "H", "H", "C", "H", "O", "C", "C", "C", "H", "C", "H", "H", "H", "C", "C", "H", "C", "H", "H", "Pt", "C", "H", "C"], "xyz": [[3.85, -0.50, 0.87], [-2.00, 6.32, 1.32], [0.17, 1.50, 2.55], [2.47, 0.67, -1.10], [4.69, 0.22, -2.31], [-2.26, 2.99, 0.71], [0.61, 0.82, -2.88], [1.88, 0.25, 0.09], [-0.42, -1.76, 2.70], [-0.63, 6.44, 1.17], [0.15, 5.33, 0.86], [1.93, -1.16, -2.77], [2.74, -1.73, -2.32], [0.94, 2.34, 1.76], [-1.83, -2.27, 0.01], [-1.77, -1.30, -1.75], [-0.64, -2.63, 2.24], [2.54, 4.10, -4.70], [-2.61, 7.19, 1.55], [5.78, -0.89, -0.02], [3.50, 2.83, 3.94], [1.53, 3.17, -0.55], [-0.44, 4.07, 0.69], [4.47, -0.43, -0.02], [3.00, 2.75, -2.31], [6.20, -1.32, 0.88], [2.57, 2.45, 3.55], [-3.05, -0.49, -0.47], [0.35, -1.36, 2.18], [0.60, 1.11, 3.81], [-0.01, 0.42, 4.39], [-0.97, 0.82, -4.33], [3.77, 5.25, -2.96], [1.39, -2.75, -4.11], [2.76, 3.51, 1.72], [-0.53, 1.87, -0.15], [0.14, -1.02, -4.36], [2.64, 2.21, -1.02], [-3.66, 4.96, 1.29], [2.16, 3.86, -2.60], [3.28, 5.16, -1.27], [-2.59, 5.07, 1.17], [2.91, 5.15, -2.30], [2.25, 6.01, -2.43], [4.26, 0.66, -3.21], [1.22, 5.46, 0.77], [6.55, -0.79, -1.17], [1.17, -1.74, -3.78], [-0.15, 7.40, 1.28], [-0.46, -1.46, -5.15], [3.47, 2.35, -0.34], [3.91, 0.13, -1.16], [1.40, 2.80, -4.30], [1.03, 3.73, -1.77], [1.72, 3.81, -4.05], [-1.80, -1.06, -0.68], [1.80, 1.58, 4.32], [7.58, -1.15, -1.18], [-0.15, 0.26, -3.90], [0.89, 4.50, -4.19], [2.14, 1.27, 5.30], [0.35, 1.81, -2.52], [6.00, -0.23, -2.32], [-1.81, 3.96, 0.86], [6.59, -0.15, -3.22], [1.68, 0.13, -2.31], [-0.78, 1.16, 2.17], [-1.21, -1.15, 2.51], [-0.14, -0.11, -0.17], [2.13, 2.83, 2.29], [2.06, 3.97, -0.04], [0.37, 2.78, 0.39]]}

---

# 8
{"formula": "C37H34LiN2O", "method": "the ωB97M-V functional and the def2-TZVPD basis", "e_homo_ev": -8.8, "e_tot_ha": -1622.35337, "max_force_ev_per_a": 1.83, "orbital_gap_ev": 4.277, "total_charge": 1, "symbols": ["C", "H", "C", "C", "C", "C", "C", "H", "C", "H", "O", "H", "H", "C", "H", "H", "H", "H", "C", "H", "C", "C", "H", "H", "C", "C", "H", "C", "H", "H", "C", "H", "C", "C", "H", "C", "H", "C", "H", "C", "H", "C", "H", "C", "C", "C", "C", "H", "N", "C", "C", "C", "H", "C", "C", "H", "H", "C", "H", "H", "H", "C", "C", "H", "C", "H", "H", "C", "H", "H", "Li", "C", "C", "N", "H"], "xyz": [[-2.31, -2.02, 0.76], [1.31, -5.93, -0.06], [-0.58, -3.85, -1.93], [-3.95, 4.24, 1.63], [-2.38, -1.29, -0.44], [-3.65, -1.07, -1.03], [-4.28, 5.39, 0.90], [0.98, 0.48, -2.06], [-1.16, -0.78, -1.05], [-1.33, -2.11, 1.25], [4.37, 3.73, -0.15], [0.65, -1.99, -1.82], [4.99, -1.63, 3.27], [-1.72, -3.64, -2.72], [3.38, 0.24, -2.09], [2.79, -1.42, -0.44], [-1.05, -7.19, -1.15], [-3.71, -0.48, -1.94], [-0.35, 3.73, 0.61], [2.19, -3.36, -0.08], [-2.04, 5.42, -0.03], [1.43, 2.05, 0.97], [-5.27, 5.83, 0.98], [-5.80, -1.22, -0.75], [0.45, -3.00, -1.45], [0.09, 2.64, 1.27], [3.54, 4.54, 1.99], [2.80, 3.78, 2.23], [-1.08, -0.81, -2.14], [4.72, 1.38, -1.76], [2.82, 2.05, -1.06], [0.33, 4.27, -0.06], [0.87, -5.09, -0.59], [-0.33, -5.17, -1.36], [-0.48, 2.15, 2.06], [4.76, -1.13, 2.33], [1.89, 4.25, 2.60], [3.80, -1.65, 1.47], [6.19, 0.47, 2.65], [3.36, 3.04, -0.04], [-1.27, 5.86, -0.68], [-3.31, 5.97, 0.05], [3.26, -2.57, 1.73], [-2.65, -4.68, -2.89], [-4.70, -2.38, 0.72], [-2.68, 3.68, 1.55], [5.43, 0.05, 1.99], [2.58, 2.60, -1.98], [2.51, 3.03, 1.04], [1.32, -3.75, -0.61], [-4.81, -1.53, -0.39], [-3.44, -2.62, 1.29], [-4.69, 3.78, 2.29], [-1.69, 4.27, 0.72], [-0.27, 0.03, -0.35], [3.21, 3.12, 3.02], [-3.56, 6.85, -0.53], [5.13, 0.71, 0.80], [-3.13, -6.75, -2.48], [1.63, 1.22, 1.67], [-3.54, -4.54, -3.51], [3.81, 0.92, -1.34], [-2.41, -5.95, -2.30], [-3.36, -3.24, 2.19], [4.16, 0.19, -0.06], [5.63, 1.64, 0.53], [-5.60, -2.79, 1.19], [-1.26, -6.20, -1.57], [-2.42, 2.78, 2.11], [-0.41, 0.19, 0.72], [-3.75, -3.29, -1.29], [3.52, -1.01, 0.26], [0.78, 0.67, -1.00], [1.58, 1.58, -0.42], [-1.84, -2.68, -3.23]]}